This record from the OMol25 dataset describes a cluster of 9 separate species, C39H63N3O21 in total. The level of theory is ωB97M-V/def2-TZVPD.

```
126
Properties=species:S:1:pos:R:3:forces:R:3:mulliken_spin:R:1
C -7.1155 2.0959 -4.6044 1.5 -0.6 -0.3 0.00
O -5.6822 2.2700 -4.7671 -3.6 0.0 -4.5 0.00
C -4.9333 2.1017 -3.6940 1.0 0.4 2.4 0.00
C -3.4644 1.9814 -4.0215 0.4 -0.2 0.8 0.00
O -3.1092 0.8636 -4.7768 -0.4 -0.9 -1.5 0.00
C -3.4491 0.8049 -6.1914 0.7 0.1 1.4 0.00
H -7.6276 2.9619 -4.1850 0.2 0.2 -0.1 0.00
H -7.3174 1.2286 -3.9758 0.1 0.0 0.3 0.00
H -7.4869 1.8141 -5.5897 -0.1 0.5 0.0 0.00
H -5.2696 1.2148 -3.1570 0.3 -0.2 0.5 0.00
H -5.1374 3.0086 -3.1248 0.7 0.0 1.3 0.00
H -2.9782 1.7746 -3.0681 0.0 0.2 0.2 0.00
H -2.9678 2.8762 -4.3966 -0.4 0.4 -0.4 0.00
H -4.4746 0.4759 -6.3594 0.0 0.1 0.0 0.00
H -2.7420 0.0730 -6.5818 -0.1 0.0 -0.2 0.00
H -3.2546 1.7672 -6.6650 -0.2 0.1 -0.1 0.00
C -9.4393 1.5784 6.1627 0.3 -0.4 0.5 0.00
O -8.0628 1.7408 5.7984 -0.7 0.8 -0.9 0.00
C -7.7233 1.3171 4.4687 0.7 -0.8 -0.3 0.00
C -6.2827 1.6860 4.0694 1.5 -0.5 -1.0 0.00
O -6.0751 1.3822 2.6130 -2.7 -0.3 3.1 0.00
C -4.9820 1.8591 1.9163 0.8 0.0 -0.3 0.00
H -9.7044 0.5485 6.4016 0.4 -0.5 -0.2 0.00
H -10.2162 1.8905 5.4647 0.5 0.4 -0.5 0.00
H -9.6141 2.1061 7.1003 0.3 0.3 -0.1 0.00
H -8.2205 1.7439 3.5976 -1.1 0.5 0.5 0.00
H -7.9454 0.2503 4.4416 0.4 -0.3 -0.3 0.00
H -5.4505 1.1872 4.5661 -0.3 -0.6 0.4 0.00
H -6.1000 2.7187 4.3665 -0.3 0.5 -0.6 0.00
H -4.0219 1.8062 2.4297 -0.1 0.1 0.4 0.00
H -5.1889 2.8809 1.5983 0.3 0.2 -0.3 0.00
H -4.8644 1.1507 1.0963 0.0 0.4 -0.4 0.00
C 1.8512 2.3360 2.4117 0.3 -0.9 0.8 -0.01
O 2.5062 1.7173 3.5768 -0.3 2.0 -0.2 0.00
C 2.7748 0.3540 3.4901 -0.7 -1.4 -0.4 0.00
C 3.2675 -0.3654 4.7755 0.4 0.5 -1.0 0.00
O 4.6534 -0.1358 5.1192 -1.9 0.4 0.0 0.00
C 5.1145 1.2047 4.9618 1.4 -1.2 0.7 0.00
H 1.5793 3.3736 2.6052 0.4 -0.1 0.6 0.00
H 0.9112 1.8304 2.1906 0.0 -0.4 -0.1 0.01
H 2.4918 2.3338 1.5297 0.1 -0.3 0.0 0.00
H 3.4022 0.0967 2.6367 0.7 0.2 0.0 0.00
H 1.8516 -0.1466 3.1979 -0.5 -0.3 0.2 0.00
H 3.2189 -1.4335 4.5636 0.0 0.0 -0.3 0.00
H 2.5533 -0.2515 5.5910 0.3 0.6 0.3 0.00
H 4.8234 1.9497 5.7023 -1.1 0.0 -0.1 0.00
H 5.0388 1.5392 3.9271 0.0 0.2 0.2 0.00
H 6.1314 0.9949 5.2935 0.6 0.7 -0.7 0.00
C 3.1649 -3.2577 -7.0114 -2.4 0.6 1.9 0.00
O 2.1724 -3.6333 -6.3453 2.4 -0.1 -1.7 0.00
N 3.5819 -1.9704 -6.9427 -0.9 2.2 1.0 0.00
C 2.7654 -0.8988 -6.1942 1.0 -1.8 0.2 0.00
C 4.3876 -1.3318 -7.9353 0.5 -0.2 -1.1 0.00
H 3.7996 -3.8551 -7.6840 -0.3 -0.3 0.1 0.00
H 3.4044 -0.1817 -5.6789 0.5 0.1 -0.6 0.00
H 2.2699 -1.3399 -5.3294 -0.5 -0.3 -0.6 0.00
H 2.1227 -0.4048 -6.9229 -0.1 -0.2 0.4 0.00
H 4.6471 -2.0023 -8.7546 0.3 -0.4 0.2 0.00
H 3.8337 -0.5602 -8.4700 -0.2 0.3 0.2 0.00
H 5.2997 -0.8788 -7.5470 0.0 0.0 0.2 0.00
C 0.5252 -3.2137 5.1243 0.6 0.6 0.1 0.00
O 0.6715 -2.1329 5.6655 0.3 0.8 0.9 0.00
N 0.7809 -4.3580 5.7622 0.9 0.6 0.9 0.00
C 0.5562 -5.5782 5.0639 -0.4 -0.3 -0.3 0.00
C 1.2658 -4.3483 7.1679 -0.6 -0.4 -0.3 0.00
H 0.2520 -3.1937 4.0579 -0.3 -0.8 0.1 0.00
H 1.4268 -5.8614 4.4724 0.0 -0.3 0.0 0.00
H -0.2944 -5.3630 4.4171 0.1 -0.6 -0.3 0.00
H 0.2676 -6.3590 5.7675 0.1 -0.1 -0.1 0.00
H 2.1128 -4.9949 7.3971 0.2 -0.2 -0.8 0.00
H 1.5541 -3.3565 7.5163 -0.5 0.0 -0.4 0.00
H 0.4516 -4.7737 7.7546 -0.1 0.3 0.4 0.00
C -0.2391 3.3097 -6.2278 0.9 1.2 -0.8 0.00
O -0.1376 3.9194 -5.2082 -0.7 1.1 2.5 0.00
N 0.0570 2.0414 -6.3860 -1.0 -1.8 -2.7 0.00
C 0.5227 1.6674 -7.7453 -1.3 -0.9 1.3 0.00
C 0.1749 1.0884 -5.2620 2.2 1.9 -0.2 0.00
H -0.4236 3.8829 -7.1495 -0.2 -0.3 -0.4 0.00
H 1.5240 1.2375 -7.7208 0.1 0.3 0.0 0.00
H 0.4936 2.5088 -8.4376 -0.1 -0.1 0.2 0.00
H -0.1854 0.8877 -8.0260 0.3 -0.2 -0.8 0.00
H 1.1552 1.4911 -5.0071 0.4 -1.1 1.6 0.00
H -0.4952 1.3014 -4.4291 -0.2 -0.2 -0.5 0.00
H 0.3171 0.0469 -5.5502 -0.7 0.3 -0.2 0.00
C 6.8405 -4.0933 -2.8429 -1.2 -0.5 -0.6 0.00
C 5.6081 -3.6768 -3.1740 -2.3 0.8 0.3 0.00
C 5.1760 -2.2359 -2.7468 0.7 0.6 -0.4 0.00
O 4.0810 -1.7667 -2.9708 0.3 -1.0 -0.2 0.00
C 6.2613 -1.3520 -2.2000 0.7 -2.2 0.7 0.00
C 7.4813 -1.8746 -1.8656 -0.8 1.2 -0.5 0.00
C 7.8748 -3.3109 -2.0839 -3.2 -0.4 -2.3 0.00
O 8.9201 -3.8242 -1.8408 1.8 0.3 1.0 0.00
O 8.4351 -1.0413 -1.4203 0.0 0.1 0.2 0.00
O 4.5953 -4.4398 -3.8284 3.1 1.2 1.4 0.00
H 6.9942 -5.0987 -3.2064 0.9 -0.2 0.4 0.00
H 5.9963 -0.3439 -1.9171 0.0 0.1 -0.3 0.00
H 9.2803 -1.4959 -1.4464 0.3 -0.3 0.2 0.00
H 3.7806 -3.9436 -3.7203 -0.5 0.5 -0.1 0.00
C 0.2801 1.2404 6.1839 0.0 -0.6 -0.2 0.00
C -0.6237 0.8071 5.2794 -0.8 -0.7 0.1 0.00
C -1.2484 1.7618 4.3181 -0.4 0.2 -1.3 0.00
O -1.8657 1.4464 3.3022 0.7 0.0 1.5 0.01
C -1.0485 3.1534 4.6664 -0.3 2.2 0.7 0.00
C -0.1882 3.6342 5.5679 2.2 -0.8 1.3 0.00
C 0.7381 2.6259 6.3597 -2.3 -0.9 -1.5 0.00
O 1.6076 2.9018 7.1366 0.5 1.3 0.3 0.00
O -0.0316 4.9509 5.8727 -0.8 -0.6 -0.7 0.00
O -1.1399 -0.4360 5.1956 -0.1 2.0 -0.3 0.00
H 0.6902 0.5103 6.8658 0.2 0.0 0.1 0.00
H -1.7085 3.9339 4.3178 -0.2 -0.3 -0.9 0.00
H 0.6710 5.0775 6.5145 0.3 -0.4 0.3 0.00
H -0.5092 -1.0316 5.6068 0.7 -0.9 0.2 0.00
C -0.7451 0.0817 -1.2197 0.0 0.2 1.0 0.00
C 0.5799 -0.3164 -1.3299 -1.8 -0.7 0.9 0.19
C 1.2119 -1.2530 -0.4141 -2.4 1.1 2.3 0.17
O 2.3267 -1.7439 -0.5412 2.3 -0.7 -1.3 0.22
C 0.4687 -1.4816 0.8571 1.6 -0.9 -2.4 -0.02
C -0.8029 -1.1517 0.9241 -2.7 2.6 0.4 0.09
C -1.5473 -0.2739 -0.0982 2.7 -2.1 0.5 0.12
O -2.7320 -0.0297 0.0881 -1.6 0.8 0.3 0.19
O -1.4871 -1.3673 2.0817 0.2 -1.1 0.6 0.00
O 1.2417 0.0399 -2.4305 0.9 0.2 -1.3 0.02
H -1.2394 0.7909 -1.8670 0.3 0.0 -0.6 0.02
H 0.9388 -2.1433 1.5695 0.1 0.1 0.3 0.00
H -2.0908 -0.6512 2.2923 -0.3 0.3 -0.5 0.00
H 1.8780 -0.6701 -2.5430 0.9 -0.1 -0.1 0.00
```
Forces are in eV/Å.

Its spin multiplicity is 2. Its total charge is -1. For the frontier orbital gap (alpha / beta), the calculation gives 2.870 / 5.252 eV. The calculation puts the highest occupied orbital energy (alpha / beta) at -2.4 / -4.8 eV. The value obtained for the total energy is -3267.89010 Eh. The expectation value of S² is 0.77.